Run one
Density functional theory data (wB97M-V/def2-TZVPD) for 2 unconnected molecules or ions with the total composition C7H16N.

- LUMO energy: -7.385 eV
- Charge: +1
- 2S+1: 1

The geometry in XYZ format:
```
24
Properties=species:S:1:pos:R:3:mulliken_charge:R:1
C 1.80115 -0.11574 -2.05326 -1.35
C 0.69400 0.55816 -1.34457 -0.09
C 0.85715 0.97555 0.12949 -0.65
C 0.02214 0.11245 1.07522 0.16
C 0.56164 -0.98104 1.68561 -0.74
C -1.44987 0.48109 0.77044 -0.52
C -2.14465 1.52511 1.70283 -1.11
N -0.15482 -2.12219 -1.32901 -0.54
H 1.31672 -0.86579 -2.65901 0.47
H 2.60923 -0.50256 -1.60808 0.47
H 2.16622 0.54733 -2.89363 0.37
H 0.28857 1.28770 -1.97218 0.47
H 0.54633 1.99563 0.34758 0.33
H 1.87335 0.72107 0.47718 0.44
H -0.12137 -1.73830 1.99308 0.37
H 1.61407 -1.23227 1.61194 0.25
H -1.96179 -0.42144 0.73151 0.53
H -1.29899 0.76186 -0.28831 0.27
H -1.35791 2.13776 2.19694 0.31
H -2.73783 0.90379 2.45716 0.31
H -2.81000 2.28376 1.17769 0.31
H 0.05114 -1.10177 -1.36037 0.50
H -0.51255 -2.65432 -2.13682 0.22
H -0.63087 -2.60058 -0.56616 0.22
```

Run two
Density functional theory data (wB97M-V/def2-TZVPD) for 2 unconnected molecules or ions with the total composition C7H16N.

- LUMO energy: -6.282 eV
- Charge: +1
- 2S+1: 1

The geometry in XYZ format:
```
24
Properties=species:S:1:pos:R:3:mulliken_charge:R:1
C 3.00130 0.81713 0.05456 -1.32
C 1.77444 0.08876 -0.51978 -0.15
C 0.46337 0.72208 -0.34488 -0.64
C -1.91733 0.91714 -0.36945 0.10
C -0.79765 0.15517 -0.62562 0.77
C -0.81591 -1.24937 -1.19022 -1.22
C -3.30360 0.34761 -0.27415 -1.25
N 0.94982 -0.90045 2.30234 -0.48
H 3.96727 0.40895 -0.31236 0.37
H 3.15232 1.87231 -0.22937 0.36
H 1.61780 -0.93141 -0.11247 0.40
H 1.86727 -0.11283 -1.59441 0.42
H 0.42166 1.73067 0.07489 0.35
H 0.63743 -0.24675 1.59410 0.11
H -1.75945 1.99370 -0.39072 0.38
H -0.26384 -1.18221 -2.13028 0.33
H -1.83775 -1.58477 -1.27857 0.37
H -0.33614 -1.86250 -0.40327 0.32
H -3.98356 0.65318 -1.17477 0.34
H -3.31838 -0.72880 -0.24344 0.36
H -3.87909 0.77965 0.54602 0.38
H 0.94964 -0.68118 3.27957 0.22
H 0.52934 -1.83141 2.21305 0.21
H 2.88106 0.82534 1.12922 0.28
```

Most stable to least stable, the ends of the list are run two and run one.

Run one
Density functional theory data (wB97M-V/def2-TZVPD) for a gas-phase ion, C7H16N (charge +1).

- SMILES string: C=CCCC[C@@H](C)[NH3+]
- LUMO energy: -3.443 eV
- Charge: +1
- 2S+1: 1

The geometry in XYZ format:
```
24
Properties=species:S:1:pos:R:3:mulliken_charge:R:1
C -3.28017 -0.43602 0.22956 -1.04
C -2.04391 -0.55792 -0.35191 0.11
C -1.00917 -1.57663 0.19615 -0.68
C 0.02188 -0.95085 1.29341 -0.64
C 0.91211 0.11032 0.91954 -0.57
C 0.90525 0.63291 -0.52230 0.90
C 1.13337 2.09461 -0.56399 -1.78
N 2.10691 -0.03374 -1.25155 -0.16
H -3.93821 0.26649 0.02138 0.39
H -3.62377 -1.03946 1.07056 0.26
H -1.76968 0.09501 -1.29157 0.27
H -0.35496 -1.91770 -0.65391 0.19
H -1.48640 -2.45719 0.62333 0.51
H 0.51248 -1.89932 1.77708 0.31
H -0.56544 -0.64039 2.19831 0.31
H 1.85766 -0.19319 1.19809 0.38
H 0.54582 0.94811 1.56846 0.26
H -0.09467 0.44429 -1.02541 -0.30
H 0.71597 2.65191 -1.34343 0.43
H 2.07231 2.43051 -0.15750 0.48
H 0.45243 2.68910 0.20167 0.38
H 2.56169 -0.70698 -0.61569 0.34
H 2.70749 0.60108 -1.60647 0.29
H 1.66100 -0.55494 -1.91382 0.36
```

Run two
Density functional theory data (wB97M-V/def2-TZVPD) for a gas-phase ion, C7H16N (charge +1).

- SMILES string: CC[C@]1(C)[NH2+]C1(C)C
- LUMO energy: -3.126 eV
- Charge: +1
- 2S+1: 1

The geometry in XYZ format:
```
24
Properties=species:S:1:pos:R:3:mulliken_charge:R:1
C 0.07520 1.83607 -2.14738 -1.05
C -0.62377 1.31324 -0.75929 -0.84
C 0.28466 0.35739 -0.01092 0.67
C 1.55155 0.98896 0.47477 -1.25
N 0.43745 -1.02154 -0.54507 -0.29
C -0.29234 -1.11238 0.77936 1.05
C 0.36003 -1.46463 2.02844 -1.48
C -1.79609 -1.40458 0.47654 -1.62
H -0.87020 2.23967 -2.66927 0.31
H 0.55666 1.01855 -2.60125 0.37
H 0.76010 2.75534 -2.17866 0.34
H -1.61501 1.03311 -0.99091 0.43
H -0.66824 2.24020 -0.13601 0.35
H 1.90672 1.79767 -0.25678 0.36
H 2.28690 0.11150 0.67743 0.30
H 1.27933 1.55863 1.46935 0.30
H 1.37413 -1.51560 -0.52231 0.38
H -0.26135 -1.27768 -1.37882 0.41
H 1.41407 -1.90615 1.95173 0.31
H -0.08902 -2.29374 2.49053 0.47
H 0.35141 -0.65206 2.85789 0.27
H -1.98965 -2.40737 0.69166 0.47
H -1.96481 -1.39832 -0.60192 0.37
H -2.46770 -0.79627 0.90088 0.37
```

Most stable to least stable, the ends of the list are run two and run one.

Run one
Density functional theory data (wB97M-V/def2-TZVPD) for a gas-phase ion, C7H16N (charge +1).

- SMILES string: C[C@H]([NH3+])[C@]1(C)C[C@H]1C
- LUMO energy: -3.614 eV
- Charge: +1
- 2S+1: 1

The geometry in XYZ format:
```
24
Properties=species:S:1:pos:R:3:mulliken_charge:R:1
C -2.15176 0.89673 0.00004 -1.64
C -1.29122 -0.12944 -0.55966 0.00
N -1.55876 -1.49386 0.22781 -0.29
C 0.25056 0.41725 -0.23363 1.25
C 0.45920 0.98904 1.08640 -2.04
C 1.09819 0.85849 -1.36155 -0.94
C 1.34291 -0.51784 -0.75693 -0.48
C 2.63010 -0.91392 0.20180 -1.31
H -1.96766 1.24854 0.99272 0.47
H -3.20901 0.47047 -0.09703 0.42
H -2.10285 1.75599 -0.64644 0.42
H -1.44625 -0.16117 -1.65733 0.38
H -0.65858 -1.92778 0.51658 0.37
H -2.24421 -2.15808 -0.27510 0.38
H -1.98113 -1.13433 1.17263 0.44
H 1.45215 0.91388 1.42436 0.52
H -0.12761 0.52362 1.87761 0.41
H 0.17462 2.03505 1.01706 0.39
H 1.72519 1.66744 -0.98834 0.30
H 0.78425 1.13558 -2.36834 0.27
H 0.99031 -1.40137 -1.23842 0.59
H 2.10945 -1.26670 1.03008 0.36
H 3.08089 0.05615 0.33351 0.29
H 3.16992 -1.64490 -0.30955 0.44
```

Run two
Density functional theory data (wB97M-V/def2-TZVPD) for a molecular structure, C7H16N.

- LUMO energy: -6.455 eV
- Charge: +1
- 2S+1: 1

The geometry in XYZ format:
```
24
Properties=species:S:1:pos:R:3:mulliken_charge:R:1
C -0.24291 -1.87161 1.51678 -0.97
C -1.16894 -0.68959 1.47253 0.32
C -1.38821 0.16585 0.27284 0.00
C -1.16558 -0.38595 -1.03568 -0.69
C 2.03195 0.75064 -2.91359 -1.13
C 1.04767 0.61833 -1.75354 0.09
C 0.00788 -0.28123 -1.82564 -0.09
N 0.22025 0.81500 2.99794 -0.69
H -0.74119 -2.82861 1.68772 0.30
H 0.10835 -1.83127 0.46538 0.19
H 0.71303 -1.86184 2.05970 0.37
H -2.19261 -0.84523 1.81475 0.50
H -0.42137 1.01607 0.35118 -0.95
H -2.34548 0.67602 0.33296 0.54
H -2.00208 -0.64684 -1.67905 0.42
H -0.10386 1.82992 0.54533 0.47
H 1.70325 0.06418 -3.72690 0.32
H 3.03094 0.61909 -2.50081 0.33
H 1.87060 1.68506 -3.43541 0.35
H 1.31214 1.15991 -0.84604 0.39
H 0.08559 -0.95223 -2.66762 0.31
H -0.57791 0.11426 2.21933 0.16
H -0.08186 0.90040 3.96837 0.24
H 0.30035 1.77966 2.67946 0.23
```

Most stable to least stable, the ends of the list are run one and run two.